[1]
Formula: C5H35NO15
Source: OMol25
Level of theory: wB97M-V/def2-TZVPD

Output
Lowest unoccupied orbital energy = -0.3 eV
Orbital gap = 10.1 eV

```
! wB97M-V def2-TZVPD RIJCOSX def2/J DEFGRID3
* xyz 0 1
C -0.256 -2.459 -1.366
N 0.138 -1.357 -2.294
C 1.287 -1.566 -2.957
O 2.012 -0.726 -3.486
C 0.276 -2.918 0.014
C 1.767 -3.118 0.176
C 2.572 -1.872 -0.274
O 1.863 -0.899 -0.244
H -1.236 -2.003 -1.060
H -0.350 -3.307 -2.133
H -0.321 -0.468 -2.280
H 1.543 -2.681 -2.885
H -0.378 -3.827 0.154
H -0.103 -2.243 0.763
H 2.117 -4.080 -0.373
H 2.065 -3.523 1.155
H 3.554 -1.860 -0.655
H 2.674 0.573 -2.328
H 3.402 1.543 -1.242
O 3.135 1.399 -2.148
H 3.039 0.017 2.283
H 2.730 -1.125 3.035
O 3.143 -0.949 2.175
H -3.058 1.511 -1.038
H -3.924 1.080 -2.307
O -3.320 0.807 -1.619
H -2.452 1.281 3.042
H -1.224 0.728 2.218
O -1.520 1.054 3.071
H 2.671 4.329 0.499
H 1.865 3.722 1.691
O 2.687 4.122 1.429
H -2.517 -2.695 0.500
H -1.853 -3.523 1.596
O -2.624 -2.968 1.426
H -0.291 4.253 1.351
H -1.583 3.492 1.975
O -1.196 4.297 1.636
H -0.024 1.435 -0.028
H -0.310 2.713 -1.142
O -0.149 2.354 -0.278
H -2.321 2.936 -3.487
H -2.176 3.599 -2.123
O -2.782 3.038 -2.661
H 3.232 1.843 1.466
H 1.596 1.388 1.642
O 2.455 1.632 1.957
H -3.146 -0.705 2.535
H -4.506 -0.628 1.776
O -4.091 -0.747 2.623
H -1.357 -0.859 4.250
H -1.470 -2.324 3.693
O -0.907 -1.552 3.647
H 0.632 0.596 -4.115
H -0.709 0.279 -4.890
O -0.302 0.959 -4.364
*
```

***

[2]
Formula: C5H36N2O13
Source: OMol25
Level of theory: wB97M-V/def2-TZVPD

Output
Lowest unoccupied orbital energy = 0.1 eV
Orbital gap = 9.0 eV

```
! wB97M-V def2-TZVPD RIJCOSX def2/J DEFGRID3
* xyz 0 1
C 2.141 2.171 -0.692
N 1.932 1.064 0.238
C 2.789 -0.004 -0.231
C 2.399 -1.166 0.747
O 1.255 -1.266 1.211
C 0.855 2.985 -0.661
N 0.023 2.610 -1.817
C -1.286 3.326 -2.025
H 3.196 2.652 -0.525
H 2.251 1.736 -1.682
H 0.897 0.793 0.234
H 3.872 0.232 -0.154
H 2.553 -0.462 -1.079
H 3.202 -1.854 0.852
H 0.240 3.082 0.300
H 0.991 4.052 -0.719
H -0.141 1.613 -1.771
H -0.871 4.247 -2.554
H -2.146 2.863 -2.569
H -1.720 3.671 -1.109
H -2.807 1.487 2.325
H -1.391 1.752 1.712
O -2.213 1.130 1.695
H 3.178 -1.977 3.032
H 1.894 -2.107 3.871
O 2.622 -1.547 3.612
H 0.240 -2.072 -3.244
H 1.455 -1.449 -2.620
O 1.025 -1.616 -3.481
H 2.490 1.738 2.157
H 1.888 1.347 3.603
O 2.081 2.091 3.002
H 0.036 2.119 2.864
H -0.449 2.331 4.261
O -0.606 2.623 3.302
H 0.508 -4.058 -1.801
H -0.239 -3.280 -0.751
O 0.597 -3.418 -1.065
H -2.253 -0.905 1.636
H -0.963 -1.613 1.568
O -1.904 -1.775 1.757
H -2.843 -2.766 -0.946
H -2.479 -3.366 0.374
O -2.340 -3.492 -0.538
H -0.179 0.126 -4.447
H -1.723 -0.448 -0.879
O -0.943 -0.510 -1.318
H -1.510 -3.665 2.270
H -0.313 -4.226 1.282
O -1.065 -4.515 1.980
H -3.444 -0.486 0.299
H -4.624 -0.721 -0.747
O -3.668 -0.928 -0.571
H -0.617 1.436 -3.997
H -1.054 -0.134 -2.216
O -0.818 0.548 -3.974
*
```

***

[3]
Formula: C5H36NO14
Source: OMol25
Level of theory: wB97M-V/def2-TZVPD

Output
Lowest unoccupied orbital energy = -2.7 eV
Orbital gap = 10.7 eV

```
! wB97M-V def2-TZVPD RIJCOSX def2/J DEFGRID3
* xyz 1 1
O -0.660 -3.023 -1.037
C -0.827 -2.038 -0.371
C -0.708 -0.649 -0.917
C 0.253 0.189 -0.011
C 0.528 1.642 -0.471
C -0.600 2.556 -0.009
O -1.868 1.946 -0.351
N -0.270 -0.628 -2.315
H -1.240 -2.016 0.654
H -1.668 -0.157 -0.795
H 1.178 -0.377 0.114
H -0.290 0.171 0.930
H 0.684 1.765 -1.542
H 1.436 1.857 0.087
H -0.560 2.820 1.048
H -0.702 3.480 -0.580
H -2.375 1.631 0.411
H -0.687 0.140 -2.870
H 0.734 -0.511 -2.470
H -0.422 -1.512 -2.818
H -3.285 -0.283 3.485
H -3.841 -1.344 2.579
O -4.121 -0.569 3.083
H -4.230 0.348 1.648
H -5.097 1.326 0.799
O -4.181 1.064 0.955
H 2.641 -2.559 1.500
H 1.641 -3.744 1.376
O 2.122 -3.208 2.014
H 3.502 -3.261 -1.508
H 4.158 -3.367 -0.100
O 3.776 -2.759 -0.739
H 4.190 2.341 0.379
H 4.488 1.893 1.884
O 3.864 1.873 1.154
H 3.773 -0.204 1.237
H 4.254 -1.381 2.059
O 3.439 -0.956 1.761
H -4.386 -0.003 -0.473
H -4.850 -1.139 -1.445
O -4.090 -0.800 -0.965
H -1.324 1.352 3.099
H -0.648 -0.032 3.119
O -1.433 0.457 3.434
H 1.208 -1.419 3.204
H 1.925 -0.156 2.655
O 1.144 -0.457 3.139
H -2.278 1.193 -2.504
H -2.020 2.468 -3.205
O -1.793 1.534 -3.274
H 0.280 1.742 -4.307
H 1.620 1.462 -5.060
O 1.135 1.304 -4.246
H 2.686 1.739 -1.821
H 4.132 1.718 -1.976
O 3.458 2.251 -1.550
*
```

***

[4]
Formula: C5H36O15
Source: OMol25
Level of theory: wB97M-V/def2-TZVPD

Output
Lowest unoccupied orbital energy = -0.6 eV
Orbital gap = 7.2 eV

```
! wB97M-V def2-TZVPD RIJCOSX def2/J DEFGRID3
* xyz 0 1
O -0.365 3.126 1.758
C 0.218 2.189 1.279
O 1.544 1.948 1.375
C -0.504 1.118 0.491
C 0.188 0.533 -0.701
C -0.059 1.366 -1.923
C -0.207 -0.997 -1.040
H 1.746 2.095 2.350
H -0.884 0.331 1.155
H -1.432 1.592 0.079
H 1.277 0.347 -0.454
H 0.588 1.165 -2.768
H -1.129 1.473 -2.067
H 0.131 2.411 -1.645
H -0.353 -1.428 -0.079
H -1.081 -0.910 -1.691
H 0.482 -1.589 -1.651
H -0.753 0.098 -3.458
H 0.103 -1.110 -3.138
O -0.715 -0.841 -3.650
H -2.276 -1.817 0.247
H -2.654 -1.935 1.794
O -2.343 -2.434 1.028
H -2.050 1.960 2.337
H -1.152 1.845 3.655
O -2.045 1.782 3.276
H -1.204 -3.829 1.056
H -1.382 -4.834 2.222
O -0.769 -4.565 1.535
H 2.649 3.071 0.490
H 3.254 3.050 -0.935
O 2.863 3.683 -0.307
H 1.100 -4.413 1.613
H 2.013 -4.450 2.992
O 1.971 -4.297 2.048
H -2.570 -3.010 -1.959
H -1.711 -1.814 -2.522
O -1.948 -2.324 -1.691
H -2.512 -0.182 3.193
H -2.646 -1.575 3.890
O -3.050 -0.971 3.267
H 2.254 -1.690 0.078
H 3.604 -0.902 0.056
O 2.985 -1.381 -0.504
H 0.529 -2.568 1.801
H 0.998 -3.587 0.764
O 1.315 -2.857 1.297
H -0.672 5.225 -1.287
H -1.960 4.696 -0.534
O -1.543 4.752 -1.390
H 1.423 5.064 -0.414
H 1.560 4.616 -1.793
O 1.144 5.323 -1.299
H 2.048 -0.762 -1.931
H 2.184 -1.209 -3.457
O 1.799 -0.581 -2.837
*
```

***

[5]
Formula: C5H37N2O12
Source: OMol25
Level of theory: wB97M-V/def2-TZVPD

Output
Lowest unoccupied orbital energy = -2.4 eV
Orbital gap = 9.3 eV

```
! wB97M-V def2-TZVPD RIJCOSX def2/J DEFGRID3
* xyz 1 1
C -0.280 1.757 -1.325
O -1.645 1.988 -1.332
C 0.120 1.097 0.010
C 1.648 0.766 -0.152
C 1.883 -0.738 0.126
C 1.028 -3.142 -0.027
N 1.068 -1.729 -0.659
N -0.032 1.903 1.386
H 0.123 1.062 -2.061
H 0.102 2.805 -1.638
H -2.091 1.369 -1.998
H -0.529 0.275 0.219
H 2.066 0.836 -1.216
H 2.173 1.413 0.588
H 2.975 -0.919 -0.138
H 1.905 -0.916 1.259
H 0.320 -3.606 -0.732
H 0.752 -3.101 0.976
H 1.975 -3.638 0.024
H 0.002 -1.447 -0.617
H 0.736 1.526 1.990
H 0.214 2.943 1.086
H -1.007 1.833 1.734
H -2.381 0.146 2.184
H -1.710 -0.862 1.107
O -1.822 -0.650 2.017
H -2.532 -2.351 -0.409
H -2.341 -1.034 -1.248
O -1.977 -1.578 -0.470
H -3.536 1.798 1.477
H -3.119 2.057 3.028
O -2.856 1.793 2.110
H 2.185 1.240 3.765
H 3.482 2.007 3.321
O 2.686 1.638 3.021
H -1.595 -2.328 4.779
H -1.559 -1.337 3.410
O -0.993 -1.729 4.180
H 2.547 -1.526 -3.397
H 2.802 -0.764 -4.716
O 2.294 -0.685 -3.884
H -1.705 -0.593 -3.409
H -3.260 -0.109 -3.568
O -2.482 -0.215 -3.066
H 1.897 -2.680 -2.470
H 2.058 -4.282 -3.004
O 1.820 -3.299 -3.134
H -0.890 5.090 -0.240
H 0.470 4.962 -0.539
O -0.135 4.468 0.190
H 0.575 -1.096 -3.991
H -0.083 -2.175 -3.175
O -0.289 -1.418 -3.743
H 1.474 -0.160 4.837
H -0.015 -0.238 4.408
O 0.883 0.206 4.299
*
```

***

[6]
Formula: C5H37NO13S
Source: OMol25
Level of theory: wB97M-V/def2-TZVPD

Output
Lowest unoccupied orbital energy (alpha / beta) = -3.9 / -6.4 eV
Orbital gap (alpha / beta) = 7.9 / 5.5 eV

```
! wB97M-V def2-TZVPD RIJCOSX def2/J DEFGRID3
* xyz 1 2
C -0.110 0.109 -1.130
C 0.629 0.532 -2.390
S 0.767 -0.763 -3.700
C 0.750 -0.777 -0.195
N 1.459 0.062 0.789
C 0.770 0.127 2.082
C 1.445 1.160 3.008
O 0.829 2.437 2.982
H -0.408 1.023 -0.587
H -1.058 -0.400 -1.340
H 1.672 0.849 -2.195
H 0.138 1.394 -2.848
H -0.142 -1.656 -3.264
H 1.483 -1.328 -0.767
H 0.130 -1.551 0.246
H 2.439 -0.260 0.920
H -0.267 0.415 1.912
H 0.785 -0.848 2.586
H 1.397 0.892 4.061
H 2.534 1.253 2.763
H 0.915 2.890 2.131
H 4.275 -0.344 -0.477
H 3.072 -0.628 -1.442
O 3.313 -0.341 -0.543
H -1.126 1.867 3.337
H -1.950 2.826 2.435
O -2.036 2.041 3.019
H 1.574 -2.872 -0.354
H 2.466 -1.800 0.278
O 1.944 -2.577 0.506
H -2.721 0.966 1.874
H -3.236 1.178 0.449
O -3.096 0.470 1.109
H 1.044 2.511 0.122
H 0.795 3.792 -0.727
O 0.840 3.451 0.174
H -2.098 -2.211 -1.245
H -2.390 -3.077 -2.538
O -1.807 -2.385 -2.197
H 0.555 -2.721 1.401
H -0.038 -2.861 2.866
O -0.272 -2.824 1.936
H 0.823 -3.989 -2.391
H -0.180 -2.842 -2.117
O 0.788 -3.057 -2.124
H -3.432 2.454 -1.547
H -4.293 2.972 -0.427
O -3.414 2.604 -0.595
H 2.047 -0.630 -3.700
H 1.950 -1.962 -2.893
O 2.588 -1.226 -3.101
H -0.746 3.797 0.752
H -2.248 3.525 0.409
O -1.662 3.921 1.082
H -2.010 -2.412 0.866
H -2.818 -1.123 0.506
O -2.658 -2.053 0.232
*
```

***

| no. | largest force on an atom (eV/Å) |
| --- | --- |
| 1 | 4.3 |
| 2 | 6.7 |
| 3 | 1.8 |
| 4 | 12.7 |
| 5 | 7.0 |
| 6 | 13.6 |